Molecular formula: C10H10N2O2
Method: DFT, ωB97M-V/def2-TZVPD

```
24
Properties=species:S:1:pos:R:3:nbo_charge:R:1
C 1.336 0.681 -2.670 -0.27
C -0.817 -0.495 -2.300 -0.22
C -1.246 0.216 -0.018 -0.58
C 0.012 0.381 -3.034 -0.20
O 1.554 0.131 2.944 -0.61
H -1.836 -0.586 -2.635 0.24
N -0.644 0.032 2.289 -0.67
H -0.307 0.723 -4.010 0.24
H 2.772 0.388 -0.959 0.24
H 2.008 0.483 0.535 0.43
C 0.062 0.379 -0.262 0.03
H 1.829 1.445 -3.269 0.25
H -2.001 0.215 -0.789 0.24
C 0.707 0.187 2.076 0.79
O -2.832 -0.128 1.729 -0.64
C -0.251 -1.162 -1.171 -0.04
C 0.972 -0.801 -0.712 -0.35
H -0.929 -0.094 3.257 0.43
H 0.440 0.512 -1.277 0.31
H 1.252 -1.166 0.234 0.28
C -1.680 0.017 1.363 0.63
N 1.016 0.392 0.739 -0.61
C 1.787 0.093 -1.433 -0.20
H -0.893 -1.887 -0.706 0.28
```

The gap between HOMO and LUMO is 0.2183 hartree. As for the total energy: -17595.818 eV. Its multiplicity is 1. Its energy relative to the best compared isomer or geometry (same formula, charge and spin) is 1227.64 kJ/mol.

---

Molecular formula: BH5OP
Method: DFT, ωB97M-V/def2-TZVPD

```
8
Properties=species:S:1:pos:R:3:nbo_charge:R:1
H -0.991 -1.331 -0.687 -0.03
H -1.587 0.593 -0.693 -0.02
P 0.545 0.229 0.655 1.35
B -0.634 -0.163 -0.808 -0.79
H 1.609 -0.725 0.630 -0.16
H -0.064 -0.238 1.862 -0.16
H 0.006 0.030 -1.829 -0.02
O 1.116 1.605 0.870 -1.17
```

The gap between HOMO and LUMO is 0.3068 hartree. As for the total energy: -12094.959 eV. Its multiplicity is 1. As for the total charge: -1.

---

Molecular formula: C20H18F3N3O4S2
Method: DFT, ωB97M-V/def2-TZVPD

```
50
Properties=species:S:1:pos:R:3:nbo_charge:R:1
H 1.140 -1.936 2.575 0.24
C 1.029 2.123 0.592 -0.26
H 0.237 -3.433 2.180 0.26
H -1.566 -1.967 -3.776 0.24
H -4.131 3.379 0.775 0.22
H -3.148 1.972 -1.015 0.22
C -3.487 2.550 1.021 -0.24
H 1.901 -4.156 -3.194 0.22
F -0.717 1.097 4.370 -0.34
C -1.816 0.401 1.659 0.17
H 0.932 4.222 0.006 0.24
C -2.364 1.210 2.666 -0.20
F -2.682 1.736 4.960 -0.31
H 3.080 -1.956 -3.246 0.26
C 1.789 -1.289 -0.292 0.34
C 2.288 0.084 -2.209 0.65
C -0.628 -1.789 -3.244 -0.53
H 0.661 2.162 1.600 0.23
C -2.040 0.939 4.104 0.97
C 0.464 -2.701 -3.824 -0.41
H -3.605 2.886 3.133 0.23
C 1.426 -3.266 -2.777 -0.41
H -0.021 -3.549 -4.309 0.21
N 2.193 -1.179 -1.579 -0.45
H 1.021 -2.160 -4.590 0.23
C 1.166 3.200 -0.221 -0.36
C 1.883 1.154 -1.350 -0.35
S 1.789 2.819 -1.779 0.48
C -0.554 -1.668 1.206 0.72
O -1.064 -1.969 0.154 -0.62
H -0.480 -0.558 2.893 0.41
C -0.348 -0.318 -3.409 0.81
C -2.943 1.758 0.022 -0.18
C 2.577 -2.346 -2.356 -0.24
O -0.528 0.513 -2.553 -0.63
C 0.597 -2.475 1.801 -0.61
C -2.120 0.694 0.332 -0.18
N -0.950 -0.639 2.004 -0.61
F -2.320 -0.326 4.481 -0.33
H 0.336 0.926 -4.686 0.51
O 0.081 -0.009 -4.630 -0.68
S 1.735 -2.885 0.445 0.29
H -0.806 -1.993 -2.187 0.26
C -3.195 2.276 2.343 -0.16
N 1.422 -0.317 0.474 -0.54
H -1.688 0.106 -0.460 0.26
H 3.292 -2.924 -1.761 0.21
O 2.668 0.176 -3.359 -0.63
H 0.857 -3.579 -1.902 0.22
C 1.435 0.931 -0.055 0.17
```

The gap between HOMO and LUMO is 0.3225 hartree. The structure (SMILES) is O=C(O)CCCCn1c(SCC(=O)Nc2ccccc2C(F)(F)F)nc2ccsc2c1=O. As for the total energy: -63518.115 eV. Its multiplicity is 1.

---

Molecular formula: C5H7N4P
Method: DFT, ωB97M-V/def2-TZVPD

```
17
Properties=species:S:1:pos:R:3:nbo_charge:R:1
H 0.078 2.570 0.493 0.37
C -0.216 -1.344 0.258 0.41
N -1.272 -1.751 -0.422 -0.55
H 0.666 -3.107 0.176 0.39
C -2.154 -0.837 -0.698 0.31
H 1.611 -1.908 0.952 0.39
H 0.979 0.470 0.748 0.23
C -0.055 -0.062 0.759 -0.45
N -0.871 2.258 0.296 -0.79
H -1.351 2.868 -0.303 0.40
H 2.201 2.057 -0.834 0.30
N -2.064 0.475 -0.471 -0.55
H -3.037 -1.218 -1.304 0.18
C 2.480 1.073 -0.087 -0.92
P 3.272 -0.196 -0.420 0.63
C -0.956 0.879 0.179 0.43
N 0.690 -2.226 0.678 -0.76
```

The gap between HOMO and LUMO is 0.2772 hartree. The structure (SMILES) is Nc1cc(N)ncn1.C#P. As for the total energy: -20544.266 eV. Its multiplicity is 1. Its energy relative to the best compared isomer or geometry (same formula, charge and spin) is 0.00 kJ/mol.

---

Molecular formula: C2H7N5
Method: DFT, ωB97M-V/def2-TZVPD

```
14
Properties=species:S:1:pos:R:3:nbo_charge:R:1
H 3.118 -0.124 0.891 0.20
H -2.750 1.619 -1.090 0.39
H 2.818 1.073 -0.392 0.20
N -2.669 0.741 -0.528 -0.23
C 1.224 -0.527 -0.259 -0.26
H 1.852 1.149 1.021 0.20
H -2.574 -1.005 0.779 0.35
N -3.685 0.218 -0.142 -0.10
N -0.008 0.107 -0.519 -0.35
H 1.197 -1.389 0.443 0.19
H 1.735 -0.936 -1.175 0.20
C 2.322 0.517 0.332 -0.59
N -1.491 -1.156 0.677 -0.44
N -1.089 -0.288 -0.038 0.23
```

The gap between HOMO and LUMO is 0.3202 hartree. As for the total energy: -9632.148 eV. Its multiplicity is 1. Its energy relative to the best compared isomer or geometry (same formula, charge and spin) is 568.39 kJ/mol.

---

Molecular formula: C5H20BrN2O7Pt
Method: DFT, ωB97M-V/def2-TZVPD

```
36
Properties=species:S:1:pos:R:3:nbo_charge:R:1
O 0.247 -2.083 0.649 -0.94
O 0.269 2.244 0.759 -0.93
H 0.736 -2.903 0.727 0.52
H 0.305 0.683 -2.391 0.18
H -0.814 -0.070 -4.345 0.19
C -0.781 0.610 -2.344 -0.10
O -1.028 -1.737 -3.223 -0.70
Pt 0.595 0.173 0.675 1.28
O 2.300 0.238 -0.851 -0.73
C -2.521 -1.191 3.749 -0.09
H 2.125 1.706 -2.779 0.41
H -1.979 0.231 -1.027 0.48
H -2.382 -0.235 -3.591 0.17
C -1.313 -0.363 -3.421 -0.10
H -2.066 0.787 1.970 0.48
H 0.786 3.041 0.638 0.52
N 4.435 0.516 -1.271 -0.78
H 5.035 1.039 -1.893 0.39
H -1.880 -2.176 -3.173 0.48
H 3.877 2.192 -2.702 0.40
H -2.633 -2.671 2.556 0.46
H -0.595 -0.826 3.671 0.23
H -1.095 1.653 -2.313 0.19
Br 2.323 0.142 2.809 -0.62
H -0.657 -2.323 0.849 0.49
O -2.272 -2.515 3.432 -0.69
N 3.035 1.764 -2.345 -0.84
H -0.633 2.552 0.837 0.50
H -2.775 -1.118 4.807 0.21
C 3.192 0.824 -1.401 0.79
O -1.279 0.252 2.095 -0.75
H -3.394 -0.879 3.176 0.15
O -1.019 0.233 -1.002 -0.75
C -1.453 -0.201 3.420 -0.13
H -1.350 0.721 3.993 0.20
H 4.662 -0.312 -0.739 0.43
```

The gap between HOMO and LUMO (spin up / spin down) is 0.2870 / 0.2833 hartree. As for the total energy: -96102.497 eV. Its multiplicity is 3. Its energy relative to the best compared isomer or geometry (same formula, charge and spin) is 0.00 kJ/mol. As for the total charge: +1. The expectation value of S² is 2.005.

---

Molecular formula: C3H4NO
Method: DFT, ωB97M-V/def2-TZVPD

```
9
Properties=species:S:1:pos:R:3:nbo_charge:R:1
C 0.134 -0.838 -0.133 0.79
H 3.227 -0.751 0.461 0.21
C 2.330 -0.231 0.106 0.55
H -1.540 -0.041 -1.043 0.34
H -1.601 -0.104 0.719 0.33
H -0.442 1.013 -0.108 0.35
N 1.254 -1.181 -0.087 -0.36
C -0.924 0.016 -0.136 -0.81
O 2.176 0.902 -0.136 -0.39
```

The gap between HOMO and LUMO is 0.3936 hartree. The structure (SMILES) is CC#[N+]C=O. As for the total energy: -6703.571 eV. Its multiplicity is 1. Its energy relative to the best compared isomer or geometry (same formula, charge and spin) is 106.11 kJ/mol. As for the total charge: +1.

---

Molecular formula: C3H9NO
Method: DFT, ωB97M-V/def2-TZVPD

```
14
Properties=species:S:1:pos:R:3:nbo_charge:R:1
C 0.061 -0.549 -1.556 -0.50
H -1.518 1.365 -0.537 0.18
H 0.659 -0.405 -2.457 0.16
N 0.399 0.412 -0.530 -0.63
H -0.191 -2.384 1.184 0.30
H 1.111 0.105 0.116 0.41
H -1.011 -0.551 -1.727 0.18
C -0.526 1.310 -0.104 -0.02
H 0.295 -1.600 -1.325 0.21
C -0.320 2.266 0.833 -0.60
O 0.779 -2.586 1.328 -1.37
H -1.162 2.767 1.286 0.19
H 0.749 -2.670 2.312 0.30
H 0.675 2.521 1.180 0.18
```

The gap between HOMO and LUMO (spin up / spin down) is 0.1185 / 0.3123 hartree. As for the total energy: -6792.217 eV. Its multiplicity is 2. Its energy relative to the best compared isomer or geometry (same formula, charge and spin) is 70.41 kJ/mol. As for the total charge: -1. The expectation value of S² is 0.750.

---

- Number 4 is which compound?
  C5H7N4P

---

- The highest multiplicity belongs to which entry?
  C5H20BrN2O7Pt

---

- Which value of multiplicity does entry 4 give?
  1

---

Copy entry 5 word for word.
Molecular formula: C2H7N5
Method: DFT, ωB97M-V/def2-TZVPD

```
14
Properties=species:S:1:pos:R:3:nbo_charge:R:1
H 3.118 -0.124 0.891 0.20
H -2.750 1.619 -1.090 0.39
H 2.818 1.073 -0.392 0.20
N -2.669 0.741 -0.528 -0.23
C 1.224 -0.527 -0.259 -0.26
H 1.852 1.149 1.021 0.20
H -2.574 -1.005 0.779 0.35
N -3.685 0.218 -0.142 -0.10
N -0.008 0.107 -0.519 -0.35
H 1.197 -1.389 0.443 0.19
H 1.735 -0.936 -1.175 0.20
C 2.322 0.517 0.332 -0.59
N -1.491 -1.156 0.677 -0.44
N -1.089 -0.288 -0.038 0.23
```

The gap between HOMO and LUMO is 0.3202 hartree. As for the total energy: -9632.148 eV. Its multiplicity is 1. Its energy relative to the best compared isomer or geometry (same formula, charge and spin) is 568.39 kJ/mol.